(1)
Molecular formula: C36H72O12
Method: DFT, ωB97M-V/def2-TZVPD

Values from the calculation:
LUMO energy, Eh: 0.007
SMILES: CC(C)=O.CC(C)=O.CC(C)=O.CC(C)=O.CC(C)=O.CC(C)=O.CC(C)=O.CC(C)=O.CC(C)=O.CC(C)=O.CC(C)=O.CC(C)=O
Energy relative to the best compared isomer or geometry (same formula, charge and spin), eV: 2.839
HOMO, eV: -9.05

The geometry in ORCA input format:
```
! wB97M-V def2-TZVPD RIJCOSX def2/J DEFGRID3
* xyz 0 1
C 5.76503 -7.06608 -0.51268
C 6.18078 -8.47094 -0.90788
O 7.35600 -8.77392 -0.87675
C 5.11984 -9.47115 -1.29503
H 6.53092 -6.65317 0.14383
H 4.86397 -7.11611 0.09861
H 5.58721 -6.41927 -1.37183
H 5.36495 -10.44345 -0.86766
H 5.15001 -9.51900 -2.38356
H 4.12039 -9.27125 -0.90871
C 7.81104 -14.53441 -3.73056
C 7.95989 -13.02760 -3.78763
O 9.06852 -12.52799 -3.93830
C 6.65386 -12.19928 -3.65370
H 6.90961 -14.76854 -3.16425
H 8.57870 -15.09282 -3.19487
H 7.84668 -15.02180 -4.70487
H 5.99602 -12.30159 -4.51677
H 6.84871 -11.13080 -3.56151
H 6.13865 -12.56864 -2.76700
C 7.18012 -2.78894 -1.64423
C 5.72196 -2.49471 -2.10849
O 5.36965 -1.33921 -2.10394
C 4.95204 -3.55840 -2.81252
H 7.15433 -3.10968 -0.60281
H 7.62675 -1.80049 -1.53648
H 7.82384 -3.42249 -2.25444
H 5.46772 -4.50515 -2.97324
H 4.59272 -3.28670 -3.80507
H 4.09619 -3.73859 -2.16203
C 8.68437 -7.49876 -4.97997
C 8.41847 -6.03781 -5.18922
O 9.34047 -5.21390 -5.20030
C 7.03124 -5.55812 -5.51147
H 9.56138 -7.84966 -5.52386
H 7.84537 -8.01045 -5.45151
H 8.80034 -7.73121 -3.92138
H 6.50153 -6.05305 -4.69750
H 6.69587 -5.92553 -6.48134
H 7.04266 -4.47223 -5.41771
C 12.51880 -1.18067 -7.85855
C 11.50183 -1.74760 -6.87473
O 10.40371 -2.10574 -7.38889
C 11.71916 -1.93156 -5.38137
H 11.98177 -0.77418 -8.71555
H 13.25951 -1.96314 -8.02341
H 13.09998 -0.35247 -7.45308
H 10.96392 -2.65385 -5.07152
H 11.61692 -0.97574 -4.86752
H 12.70107 -2.35013 -5.16060
C 7.61790 -9.92970 -7.97365
C 6.56561 -10.47747 -7.09542
O 6.73851 -11.60936 -6.62534
C 5.40302 -9.61708 -6.70087
H 7.25906 -10.08644 -8.99090
H 8.48979 -10.57280 -7.85395
H 7.70651 -8.84523 -7.90894
H 5.61458 -8.55880 -6.85378
H 5.08974 -9.74927 -5.66526
H 4.65757 -9.97102 -7.41300
C 12.99889 -5.71933 -5.16437
C 14.09591 -5.43980 -6.18174
O 13.97361 -5.46150 -7.42751
C 15.37137 -5.01018 -5.54828
H 12.60542 -4.74121 -4.88774
H 13.55258 -6.23065 -4.37692
H 12.09982 -6.20957 -5.53776
H 16.14495 -4.88406 -6.30577
H 15.88326 -5.79420 -4.99026
H 15.26288 -4.16787 -4.86502
C 10.20292 -4.95882 -9.06106
C 9.80802 -5.24528 -10.45955
O 10.06140 -4.54795 -11.42541
C 9.08847 -6.55067 -10.65683
H 11.12192 -4.37743 -8.98646
H 10.50761 -5.88606 -8.57580
H 9.36253 -4.46887 -8.56934
H 9.72500 -7.39655 -10.39717
H 8.81931 -6.65947 -11.70746
H 8.22761 -6.57284 -9.98862
C 4.30989 -4.36309 -10.19511
C 4.62372 -5.54320 -9.27000
O 5.46599 -6.37767 -9.53133
C 4.01149 -5.38542 -7.90722
H 3.24224 -4.16927 -10.29831
H 4.70641 -4.51945 -11.19830
H 4.76623 -3.52803 -9.66355
H 4.20204 -4.33431 -7.69049
H 4.40496 -6.19542 -7.29307
H 2.94748 -5.46362 -8.13050
C 7.43056 -0.93730 -8.46695
C 6.83555 -1.66764 -7.23731
O 5.86709 -2.37108 -7.47656
C 7.60884 -1.62753 -5.92359
H 6.76564 -1.00723 -9.32782
H 8.36252 -1.37159 -8.82881
H 7.33106 0.14038 -8.33739
H 8.35356 -2.42275 -5.89020
H 6.85783 -1.77731 -5.14792
H 8.03765 -0.64635 -5.71986
C 2.43463 -6.10643 -3.39876
C 3.08497 -7.41274 -3.84434
O 4.26287 -7.49985 -4.11205
C 2.17747 -8.60128 -3.91906
H 1.61356 -5.88538 -4.08073
H 3.22019 -5.36763 -3.55740
H 2.14815 -5.94602 -2.35938
H 2.70650 -9.45381 -4.34499
H 1.36590 -8.36712 -4.60798
H 1.89029 -8.92823 -2.91970
C 10.90234 -4.23138 -2.45337
C 10.55796 -5.17921 -1.29568
O 11.32460 -5.31764 -0.38469
C 9.30374 -5.96457 -1.34631
H 10.93633 -4.87518 -3.33227
H 11.89119 -3.77439 -2.41528
H 10.14993 -3.44886 -2.35526
H 9.48943 -7.03106 -1.47372
H 8.85556 -5.54063 -2.24491
H 8.74422 -5.73872 -0.43854
*
```

---

(2)
Molecular formula: C36H72O14
Method: DFT, ωB97M-V/def2-TZVPD

Values from the calculation:
LUMO energy, Eh: 0.001
SMILES: CCOC(C)=O.CCOC(C)=O.CCOC(C)=O.CC(C)=O.CC(C)=O.CC(C)=O.CC(C)=O.CC(C)=O.CC(C)=O.CC(C)=O.CC(C)=O
Energy relative to the best compared isomer or geometry (same formula, charge and spin), eV: 21.454
HOMO, eV: -9.45

The geometry in ORCA input format:
```
! wB97M-V def2-TZVPD RIJCOSX def2/J DEFGRID3
* xyz 0 1
O -0.98924 0.56249 -5.55275
C -0.59424 -0.59551 -5.32875
O -0.87024 -1.32651 -4.20175
C -1.56124 -0.69551 -3.08875
C -1.84724 -1.82251 -2.06675
C 0.37876 -1.35251 -6.27175
H -2.60124 -0.28051 -3.40675
H -0.91624 0.13649 -2.74875
H -2.48524 -1.18451 -1.46275
H -1.16524 -2.08351 -1.38975
H -2.40324 -2.76551 -2.58875
H -0.14824 -2.44851 -6.47675
H 1.46876 -1.31651 -5.86775
H 0.12376 -0.65951 -7.01075
O 0.41076 -7.11151 3.04325
C 0.85676 -7.15151 1.90825
O 1.00676 -6.05151 1.11725
C 0.73076 -4.72551 1.60525
C 1.00976 -3.67551 0.50225
C 1.21976 -8.50851 1.31825
H 1.55876 -4.64851 2.46425
H -0.24824 -4.46851 1.87625
H 2.04076 -3.85851 0.23425
H 0.78576 -2.63851 0.60725
H 0.33376 -3.77451 -0.38575
H 2.35776 -8.57551 1.73425
H 1.36976 -8.18751 0.28225
H 0.31676 -9.24851 1.48325
O 1.07676 2.02549 1.08425
C 0.35276 1.27449 0.30125
O 0.74676 0.51449 -0.67375
C 2.18976 0.31249 -0.84375
C 2.23976 -0.63751 -1.99175
C -1.14524 1.44049 0.62325
H 2.77576 0.07049 -0.00075
H 2.57376 1.26349 -1.24075
H 1.90376 -1.56551 -1.54975
H 3.03776 -0.77451 -2.37075
H 1.65576 -0.60551 -2.98975
H -1.40424 2.37349 0.63925
H -1.49524 0.91749 1.55125
H -1.84824 0.91349 0.02625
C 5.07376 2.01249 1.25325
C 5.74576 2.53049 0.07925
O 5.18876 3.11749 -0.90275
C 7.28476 2.25249 0.09425
H 5.46876 2.43649 2.22125
H 5.10876 0.84249 1.18225
H 4.09076 1.95349 1.26125
H 7.35176 1.23749 0.14025
H 7.85276 2.58049 0.94725
H 7.61276 2.77349 -0.75675
C -2.05824 3.21749 -3.93275
C -1.09524 3.58949 -2.79775
O -1.47524 4.05749 -1.64575
C 0.27276 3.08949 -2.91275
H -2.46224 2.18449 -3.89975
H -1.47824 3.24249 -4.97275
H -2.90124 4.02649 -3.67775
H 0.51576 2.08849 -2.75375
H 1.16776 3.50449 -2.52375
H 0.67076 2.93449 -3.88375
C 0.98776 4.33249 6.04225
C 1.28476 3.12749 5.27025
O 0.82576 1.95049 5.73525
C 1.93876 3.33349 3.85125
H 0.39776 3.98449 6.83025
H 0.42676 5.09749 5.47325
H 1.93676 4.87249 6.34325
H 1.98276 2.29149 3.39125
H 2.75176 3.98549 4.17525
H 1.26576 3.91949 3.53425
C 2.61376 -0.83051 5.90725
C 2.48276 -1.47851 4.44725
O 2.60176 -2.81151 4.31325
C 2.14176 -0.61251 3.46025
H 2.45776 -1.55051 6.82125
H 1.70676 -0.20051 5.83625
H 3.57676 -0.21051 5.97125
H 1.21676 0.10049 3.63225
H 1.89776 -1.07351 2.51125
H 2.95076 -0.05551 3.07725
C -4.77324 2.94749 -0.67175
C -5.42724 1.63849 -1.37875
O -4.76524 0.58049 -1.83875
C -6.96024 1.67949 -1.24975
H -3.72824 2.67549 -0.71375
H -4.96124 3.25649 0.39625
H -4.86524 3.87549 -1.18575
H -7.62224 0.88549 -1.86175
H -7.36224 2.47649 -1.30175
H -7.12724 1.04849 -0.28575
C -4.58124 -0.60151 1.19725
C -5.76124 -1.65251 1.25425
O -6.37224 -1.85851 2.34525
C -6.07224 -2.38951 -0.01575
H -3.79424 -1.13751 0.78225
H -4.29724 -0.19851 2.21625
H -4.65624 0.22749 0.49925
H -6.69824 -1.85851 -0.55575
H -6.54024 -3.47551 0.18725
H -5.53324 -2.29051 -0.78575
C -0.74324 5.89549 2.38925
C -1.44124 4.58349 2.86425
O -1.90624 4.51849 4.15525
C -1.71124 3.49749 1.87225
H -1.26424 6.76849 2.96025
H -1.01824 6.08449 1.43425
H 0.30576 5.89649 2.51325
H -2.57124 2.66049 2.44525
H -0.71024 2.89349 1.43425
H -1.97024 3.92849 0.80325
C 3.48976 -4.15951 -4.35175
C 2.10176 -4.30651 -4.78275
O 1.74976 -4.17951 -6.04575
C 1.10976 -4.68951 -3.80975
H 3.97876 -4.78051 -3.69075
H 3.66876 -3.24251 -3.80375
H 4.23676 -3.86251 -5.13875
H 1.36376 -5.31351 -2.97075
H 0.32876 -5.13951 -4.26275
H 0.72176 -3.79251 -3.08275
*
```

---

> Among the records above, which one has the highest LUMO energy?

C36H72O12

---

> Which value of HOMO does entry 2 give?

-9.45 eV